[1]
ORCA calculation (the ωB97M-V functional and the def2-TZVPD basis) on ClH2O2PS2 as an isolated structure at a distorted geometry.

gap between HOMO and LUMO	9.190	eV
2S+1	1
HOMO	-0.3543	Eh
E	-47608.046	eV

CARTESIAN COORDINATES (ANGSTROEM)
O  1.3064  -0.4578  0.2481
O  0.9360  -0.9308  2.5836
P  -0.4221  0.5573  -0.7741
S  -1.1219  0.7787  1.0530
S  0.3882  -1.0757  1.2723
Cl  -0.7308  -1.1612  -1.5279
H  0.7673  0.9590  -1.1069
H  -1.1230  1.3305  -1.7481

Charge distribution, Löwdin scheme, values in e:
1 O -0.68
2 O -0.45
3 P -0.04
4 S 0.30
5 S 0.57
6 Cl 0.38
7 H -0.05
8 H -0.03

***

[2]
ORCA calculation (the ωB97M-V functional and the def2-TZVPD basis) on a 2-piece molecular cluster, ClH2OPS2 overall at a distorted geometry.

gap between HOMO and LUMO	8.820	eV
2S+1	1
HOMO	-0.3607	Eh
E	-45562.758	eV

CARTESIAN COORDINATES (ANGSTROEM)
O  -0.9052  -0.5487  -1.0599
P  -1.0425  -0.1106  0.5621
S  -0.9353  -1.7002  1.6490
S  -1.3696  1.8039  0.8674
Cl  2.6332  0.2533  -0.7418
H  -0.8847  0.1299  -1.7716
H  2.5042  0.1724  0.4950

Charge distribution, Löwdin scheme, values in e:
1 O -0.38
2 P -0.16
3 S 0.24
4 S 0.19
5 Cl 0.31
6 H 0.07
7 H -0.28

***

[3]
ORCA calculation (the ωB97M-V functional and the def2-TZVPD basis) on a 17-piece molecular cluster, ClH37NO18P2 overall at a distorted geometry.

gap between HOMO and LUMO	7.664	eV
2S+1	1
charge	+1
HOMO	-0.4804	Eh
E	-70039.343	eV

CARTESIAN COORDINATES (ANGSTROEM)
N  4.9140  -0.8773  1.6637
P  4.1539  -1.2128  0.3063
O  4.2087  -2.8635  0.0501
O  4.8839  -0.4109  -0.9599
P  2.0495  -0.6800  0.5395
Cl  0.9323  -2.1715  -0.4207
H  5.6632  -0.2189  1.4278
H  4.0389  -3.2258  0.9417
H  5.0321  -1.0337  -1.6933
H  1.6886  0.5679  -0.0359
H  1.7676  -0.7576  1.9387
O  1.7655  0.1655  -2.8949
H  1.6972  -0.4550  -2.1614
H  2.4539  0.7843  -2.6235
O  3.6776  -2.7328  3.8666
H  3.5572  -2.4705  4.7896
H  4.4517  -2.2351  3.5764
O  1.8234  -2.6601  6.2419
H  1.3831  -2.7928  5.3964
H  1.1341  -2.3026  6.8098
O  2.4857  -4.3213  -2.5296
H  3.2991  -4.1019  -2.0639
H  1.7987  -3.8769  -2.0254
O  -0.4890  0.7303  0.6176
H  -1.0021  0.9274  -0.1829
H  -0.7333  1.4332  1.2379
O  -0.8274  1.5174  -2.3313
H  -0.2953  0.9517  -2.9045
H  -0.6997  2.4107  -2.6813
O  -2.3900  -2.5475  -0.6677
H  -2.7117  -2.3071  0.2134
H  -1.4345  -2.4433  -0.6117
O  0.2055  3.3766  2.2648
H  0.0932  3.6407  3.1827
H  0.9782  3.8715  1.9780
O  -0.0513  -2.0926  -3.7457
H  -0.1378  -2.7202  -3.0238
H  0.6379  -1.4858  -3.4585
O  -4.6463  -2.0401  0.9022
H  -5.0889  -2.1687  0.0548
H  -5.3295  -1.6714  1.4716
O  -0.9242  -5.4956  -0.1644
H  -1.3805  -5.6176  -1.0031
H  -1.5995  -5.1287  0.4147
O  0.3286  6.2792  2.5073
H  -0.1158  6.1570  1.6626
H  -0.3533  6.6474  3.0776
O  -2.8411  3.7126  -2.7196
H  -2.5321  2.9978  -2.1566
H  -3.7819  3.7830  -2.5099
O  -5.3437  3.5432  -1.0067
H  -5.7177  4.3271  -0.5941
H  -5.9826  2.8479  -0.8147
O  -4.8717  0.9155  -0.1701
H  -4.2085  0.9932  -0.8636
H  -4.6548  0.0844  0.2661
O  -0.2197  4.4470  -2.8820
H  -1.0362  4.9126  -3.1050
H  0.2971  5.0942  -2.3947

Results of the Löwdin charge analysis, in e, for atoms 1 through 8:
1 N -0.16
2 P 0.42
3 O -0.18
4 O -0.16
5 P 0.69
6 Cl 0.45
7 H 0.02
8 H 0.08